Record 1
{
  "formula": "C26H18N4O2PSTi",
  "method": "the ωB97M-V functional and the def2-TZVPD basis",
  "e_homo_ev": -17.52,
  "mol_weight_g_mol": 529.364,
  "charge": 3,
  "orbital_gap_ev": 6.04,
  "spin_multiplicity": 1,
  "energy_ev": -80524.239,
  "max_force_ev_per_a": 0.3,
  "symbols": ["C", "H", "N", "H", "Ti", "H", "H", "C", "H", "H", "N", "O", "C", "C", "S", "H", "C", "H", "C", "C", "C", "H", "H", "H", "C", "C", "C", "H", "C", "H", "H", "C", "P", "N", "C", "C", "H", "C", "H", "C", "C", "H", "C", "N", "C", "C", "C", "O", "H", "C", "C", "C", "C"],
  "xyz": [[0.52, -2.63, 0.17], [3.01, 5.81, -1.74], [1.11, -6.07, -0.97], [-3.51, -4.87, 0.20], [-0.15, -0.01, 1.17], [1.70, 4.86, 0.11], [1.75, 1.01, -1.87], [-2.94, 2.07, -1.27], [2.88, -0.35, 0.63], [-4.66, -2.82, 1.09], [-1.32, -6.23, -0.64], [0.44, 0.57, 2.69], [-3.35, 1.71, 1.08], [2.45, -1.31, 0.36], [-0.08, -7.14, -1.11], [-3.32, 2.18, -2.28], [2.02, 2.06, -1.85], [2.13, 3.09, 2.26], [1.64, 2.87, -0.77], [-0.91, -2.71, 0.36], [-1.59, -3.90, 0.13], [3.26, -4.41, -0.72], [3.04, 2.00, -3.72], [0.54, 3.83, 2.40], [1.99, 4.23, -0.72], [-1.09, 2.11, 0.28], [1.05, 2.89, 2.20], [3.67, 4.39, -3.65], [-0.83, -5.03, -0.35], [-4.04, 1.56, 1.90], [-0.91, 2.41, -1.85], [2.66, -3.56, -0.39], [0.69, 2.19, 0.55], [1.12, -1.43, 0.47], [-3.83, 1.84, -0.22], [0.57, -4.94, -0.54], [-4.89, 1.78, -0.41], [1.28, -3.72, -0.27], [-3.33, -0.78, 1.46], [-2.97, -3.95, 0.38], [-2.86, -1.67, 1.07], [4.32, -2.22, -0.13], [-1.98, 1.82, 1.34], [-1.54, -1.59, 0.82], [2.75, 2.62, -2.88], [3.25, -2.36, -0.07], [-3.60, -2.82, 0.86], [0.59, 2.03, 4.43], [-1.67, 1.81, 2.38], [0.70, 1.89, 3.29], [3.10, 3.96, -2.84], [2.73, 4.76, -1.77], [-1.59, 2.20, -1.03]]
}

Record 2
{
  "formula": "C26H19BF4IrN4",
  "method": "the ωB97M-V functional and the def2-TZVPD basis",
  "e_homo_ev": -11.03,
  "mol_weight_g_mol": 666.487,
  "charge": 1,
  "e_above_lowest_kcal_mol": 14.3,
  "orbital_gap_ev": 7.32,
  "spin_multiplicity": 1,
  "energy_ev": -47619.677,
  "max_force_ev_per_a": 0.6,
  "symbols": ["H", "C", "B", "H", "H", "C", "N", "C", "H", "H", "H", "H", "C", "C", "N", "H", "C", "C", "C", "H", "H", "C", "C", "H", "F", "C", "C", "H", "C", "N", "C", "C", "C", "F", "C", "C", "C", "H", "N", "Ir", "C", "C", "C", "F", "F", "H", "H", "H", "H", "H", "C", "H", "C", "C", "C"],
  "xyz": [[-1.54, 2.61, -0.42], [-4.13, 0.41, -1.07], [1.94, 0.87, -2.77], [-3.08, 0.89, -4.24], [1.38, -5.80, 0.55], [-2.68, -0.19, 0.91], [1.91, -0.10, 0.58], [1.63, -2.43, 0.43], [5.60, -0.08, 1.34], [4.40, 2.05, 1.04], [-1.52, -2.80, -0.46], [-4.71, -0.49, 1.53], [-0.53, -3.11, -0.14], [-4.19, 0.70, -2.42], [-1.38, -0.21, 1.28], [-0.84, 4.99, -0.58], [-0.12, 4.23, -0.33], [-3.67, -0.49, 1.85], [-2.89, 0.10, -0.50], [-0.95, -5.20, -0.14], [0.01, -0.46, 2.78], [-1.05, -0.49, 2.55], [2.10, 3.52, 0.21], [1.56, 5.55, -0.23], [3.18, 0.98, -2.17], [1.64, 2.23, 0.30], [-3.33, -0.78, 3.15], [-4.09, -1.02, 3.88], [2.01, -3.75, 0.61], [0.36, -2.13, 0.04], [3.87, 1.12, 0.96], [1.09, -4.76, 0.41], [3.89, -1.30, 0.96], [1.19, 2.02, -2.65], [-0.20, -4.44, 0.03], [-0.52, 2.91, -0.24], [2.53, -1.28, 0.68], [3.15, 3.74, 0.36], [0.33, 1.93, 0.05], [0.00, -0.10, -0.19], [4.54, -0.09, 1.12], [-1.80, 0.37, -2.61], [-1.98, -0.78, 3.52], [1.95, 0.35, -4.02], [1.20, -0.18, -1.91], [4.43, -2.23, 1.03], [-5.03, 0.45, -0.46], [-5.14, 0.96, -2.88], [3.02, -3.97, 0.92], [-1.67, -1.00, 4.53], [2.52, 1.08, 0.65], [-0.91, 0.36, -3.24], [1.21, 4.54, -0.13], [-3.03, 0.67, -3.18], [-1.71, 0.08, -1.25]]
}